Entry 1:
10
Properties=species:S:1:pos:R:3:forces:R:3 method="wB97M-V/def2-TZVPD" total_charge=0 homo_ev=-8.810 fmax_ev_per_a=3.6 homo_lumo_gap_ev=8.340 de_lowest_kcal_mol=76.5 lumo_ev=-0.47
C -0.459932 -1.378057 0.247347 1.51 0.66 -0.31
C -0.398075 -0.138136 0.817975 0.81 -0.13 1.94
N -0.974312 -2.459885 0.340813 -0.65 -2.64 -1.13
N -0.982661 0.993324 0.621046 -0.74 -1.48 -3.15
Cl 1.553378 -1.122239 -0.374552 -1.15 0.06 -0.16
Cl 2.480748 2.424397 -1.631088 -2.38 -0.59 2.60
H 1.525976 2.151113 -0.570022 2.45 0.54 -2.65
H -0.700566 -3.294958 -0.229298 -0.22 1.31 0.96
H -1.541035 1.085811 -0.269978 0.72 0.79 1.29
H -0.503521 1.738631 1.047760 -0.34 1.47 0.61

***

Entry 2:
12
Properties=species:S:1:pos:R:3:forces:R:3 method="wB97M-V/def2-TZVPD" total_charge=-2 homo_ev=1.270 fmax_ev_per_a=1.3 homo_lumo_gap_ev=5.955 de_lowest_kcal_mol=85.9 lumo_ev=7.22
C 0.151750 -1.219172 2.301133 0.07 -0.63 1.17
O -0.098668 -1.057404 -1.223320 0.39 -0.07 0.03
C 0.014983 0.288860 -0.884105 -0.21 -0.78 -0.21
C 0.472500 0.504516 0.547097 0.12 -0.03 0.64
O -0.344170 -0.151008 1.499373 -0.32 0.42 -0.94
O 1.177029 -0.968668 2.932807 0.25 0.14 -0.48
H -0.959003 -0.983847 -1.804924 0.33 0.46 0.47
H 0.753593 0.779320 -1.561167 0.23 0.07 -0.04
H 1.512731 0.159271 0.627381 -0.03 0.06 0.08
H 0.448736 1.586562 0.752431 0.13 0.00 -0.15
O -1.227971 0.912849 -1.081996 -0.32 0.06 0.17
O -1.901509 0.148720 -2.104711 -0.63 0.30 -0.74

***

Entry 3:
45
Properties=species:S:1:pos:R:3:forces:R:3 method="wB97M-V/def2-TZVPD" total_charge=0 homo_ev=-8.060 fmax_ev_per_a=1.1 homo_lumo_gap_ev=8.287 smiles="COc1cccc2c(SCC(=O)N/N=C/c3ccccc3)cc(C)nc12" de_lowest_kcal_mol=22.1 lumo_ev=0.23
C 0.811649 -0.011304 5.774619 0.00 0.08 0.22
O 0.582136 -0.398845 4.442620 -0.12 -0.03 -0.29
C -0.550292 0.013850 3.834673 -0.14 0.11 0.17
C -1.538081 0.774534 4.418723 0.50 -0.18 0.23
C -2.688068 1.128907 3.702792 -0.17 -0.02 -0.38
C -2.857231 0.752118 2.400822 -0.23 0.23 0.23
C -1.863086 -0.007669 1.760222 0.52 -0.18 0.37
C -1.928699 -0.431381 0.414128 -0.36 -0.06 -0.52
S -3.250281 0.144864 -0.656605 0.10 -0.06 0.11
C -2.673413 1.879414 -0.821749 -0.13 -0.32 0.23
C -1.164594 1.901625 -0.994597 -0.09 0.27 0.07
O -0.425759 2.493831 -0.251659 0.03 0.03 0.08
N -0.755928 1.152131 -2.062992 -0.59 -0.30 -0.92
N 0.536174 0.867976 -2.270894 0.67 0.06 0.23
C 0.854236 0.034829 -3.175366 -0.94 0.12 -0.01
C 2.233973 -0.336631 -3.403937 0.75 -0.19 -0.10
C 2.557128 -1.230408 -4.425433 -0.18 0.19 0.20
C 3.871677 -1.598573 -4.639630 0.16 -0.06 -0.04
C 4.876949 -1.083070 -3.837576 0.01 -0.06 -0.07
C 4.564037 -0.196157 -2.817491 0.04 0.02 0.02
C 3.253784 0.177177 -2.598500 -0.13 -0.06 -0.10
C -0.951184 -1.229620 -0.106816 -0.19 0.14 0.24
C 0.159518 -1.563945 0.699503 0.00 -0.05 0.03
C 1.275083 -2.379458 0.129636 0.01 0.00 0.00
N 0.271030 -1.151457 1.931576 0.49 -0.26 0.03
C -0.700096 -0.403965 2.476716 -0.59 0.29 -0.12
H 1.772939 -0.445145 6.044934 -0.07 0.05 0.02
H 0.865770 1.077864 5.873717 -0.02 -0.04 -0.01
H 0.038513 -0.398704 6.446916 0.02 0.03 -0.04
H -1.448871 1.105269 5.441442 0.08 -0.02 0.09
H -3.449973 1.710280 4.200729 -0.07 0.04 0.02
H -3.758034 1.009099 1.863822 -0.04 0.03 -0.04
H -2.942279 2.445781 0.068932 0.15 0.04 -0.12
H -3.188385 2.283079 -1.693044 0.00 0.05 -0.01
H -1.469335 0.669291 -2.619306 0.29 0.13 0.36
H 0.094642 -0.445647 -3.809342 0.02 0.07 0.06
H 1.773483 -1.633476 -5.051816 -0.09 -0.03 -0.05
H 4.114151 -2.289504 -5.433705 0.02 -0.05 -0.05
H 5.903428 -1.372882 -4.006821 0.08 -0.02 -0.01
H 5.348655 0.202937 -2.192006 0.05 0.04 0.06
H 2.988534 0.863452 -1.809969 0.01 0.08 0.10
H -1.002648 -1.584770 -1.125003 -0.01 0.04 -0.11
H 2.003243 -2.586578 0.907348 0.05 -0.03 0.01
H 0.895740 -3.315777 -0.276219 0.02 -0.09 -0.08
H 1.760426 -1.829918 -0.676824 0.07 -0.01 -0.10